# 1
Molecular formula: C4H14NOS2
Method: DFT, ωB97M-V/def2-TZVPD

Results
Gap between HOMO and LUMO ... 8.81 eV
LUMO energy ... -3.34 eV
Highest occupied orbital energy ... -12.15 eV
Total charge ... +1
Energy relative to the best compared isomer or geometry (same formula, charge and spin) ... 130.5 kJ/mol

Last column: Mulliken charge in e.
Element x y z (Å)
N 1.483 -2.067 0.318  -0.2153
C 0.900 -1.923 -1.092  -0.6992
C -0.205 -0.924 -1.212  -0.5577
S 0.316 0.690 -0.488  -0.1433
S -0.805 1.425 0.911  -0.0624
C -2.182 2.423 0.214  -0.3249
C -2.067 2.698 -1.236  -1.1740
H 2.499 -1.986 0.263  0.3369
H 1.181 -1.327 0.967  0.2284
H 1.129 -2.935 0.731  0.3808
H 0.694 -2.922 -1.514  0.4183
H 1.774 -1.792 -1.702  0.3340
H -1.215 -1.219 -0.972  0.4420
H -0.285 -0.794 -2.301  0.3139
H -3.053 1.837 0.440  0.3224
H -2.366 3.315 0.830  0.3864
H -1.082 2.844 -1.636  0.3497
H -2.315 3.715 -1.467  0.3472
H -2.603 1.990 -1.892  0.2971
H 2.432 -0.651 4.255  0.3226
H 3.346 -1.317 3.225  0.3166
O 2.423 -1.080 3.359  -0.6196

# 2
Molecular formula: C5H10OS2
Method: DFT, ωB97M-V/def2-TZVPD

Results
Gap between HOMO and LUMO ... 9.28 eV
LUMO energy ... 0.78 eV
Highest occupied orbital energy ... -8.50 eV
Energy relative to the best compared isomer or geometry (same formula, charge and spin) ... 69.7 kJ/mol

Last column: Mulliken charge in e.
Element x y z (Å)
C -3.056 -1.268 -0.324  -1.0432
C -1.562 -1.568 -0.373  -0.3796
S -0.703 -0.712 1.036  -0.0896
S -0.579 1.208 0.639  -0.1210
C 0.989 1.588 -0.350  -0.6621
C 2.152 1.495 0.549  -0.5686
C 2.865 0.164 0.464  0.0160
O 2.440 -0.777 -0.158  -0.4452
H -3.675 -2.179 -0.442  0.3590
H -3.362 -0.678 -1.181  0.2692
H -3.456 -0.976 0.644  0.3172
H -1.438 -2.607 -0.048  0.2890
H -1.087 -1.225 -1.288  0.3165
H 0.971 1.010 -1.277  0.3487
H 0.747 2.552 -0.828  0.3623
H 1.928 1.603 1.619  0.3188
H 2.959 2.234 0.386  0.3582
H 3.866 0.137 0.933  0.3543

# 3
Molecular formula: C16H17FeN4O4S3
Method: DFT, ωB97M-V/def2-TZVPD

Results
Multiplicity ... 2
Gap between HOMO and LUMO (spin up / spin down) ... 7.63 / 7.42 eV
LUMO energy (spin up / spin down) ... -0.33 / -0.54 eV
Highest occupied orbital energy (spin up / spin down) ... -7.96 / -7.96 eV
Energy relative to the best compared isomer or geometry (same formula, charge and spin) ... 0.0 kJ/mol

Last column: Mulliken charge in e.
Element x y z (Å)
Fe 0.733 0.437 0.133  -0.2993
C 4.672 1.541 -0.933  -0.8734
C 5.283 0.303 -1.089  -0.3170
C 4.545 -0.848 -0.901  -0.9465
C 3.201 -0.746 -0.556  1.3909
N 2.623 0.460 -0.405  0.1607
C 3.338 1.572 -0.587  -0.1732
C 2.273 -1.849 -0.320  0.3755
C 2.580 -3.202 -0.438  -0.7790
C 1.590 -4.142 -0.204  -0.6961
C 0.304 -3.737 0.139  -0.8509
C -0.005 -2.388 0.263  0.2669
C 0.983 -1.443 0.034  0.3646
H 5.215 2.464 -1.072  0.4199
H 6.329 0.240 -1.357  0.4287
H 4.997 -1.822 -1.016  0.3939
H 2.811 2.506 -0.442  0.3689
H 3.576 -3.526 -0.714  0.3668
H 1.818 -5.196 -0.297  0.3930
H -0.470 -4.475 0.310  0.4931
H -1.016 -2.095 0.518  0.1235
O -2.211 1.503 -1.577  -0.5989
N -1.252 1.089 -1.012  0.9898
O -0.065 1.097 -1.531  -0.5702
O -1.267 0.605 0.169  -0.2639
S -3.702 -2.265 0.999  -0.3918
C -3.238 -0.990 1.959  -0.1678
N -2.196 -0.975 2.820  0.0189
C -2.209 0.211 3.669  -0.4313
C -3.044 1.165 2.809  -0.0204
N -3.842 0.224 2.031  -0.1716
H -1.779 -1.845 3.101  0.2237
H -1.203 0.588 3.840  0.1035
H -2.691 0.003 4.629  0.3253
H -2.398 1.758 2.152  -0.1243
H -3.666 1.831 3.403  0.3959
H -4.409 0.511 1.252  0.2956
C 0.272 3.759 0.819  -1.0177
O 0.731 2.425 1.085  0.0427
C 0.927 2.012 2.383  0.2283
S 0.774 2.999 3.668  -0.2148
S 1.278 0.329 2.341  -0.2675
H 0.116 3.797 -0.256  0.3381
H 1.024 4.479 1.134  0.3053
H -0.656 3.949 1.354  0.3618

# 4
Molecular formula: C19H25N3O6S
Method: DFT, ωB97M-V/def2-TZVPD

Results
Gap between HOMO and LUMO ... 8.90 eV
LUMO energy ... 0.56 eV
Highest occupied orbital energy ... -8.34 eV
Energy relative to the best compared isomer or geometry (same formula, charge and spin) ... 273.5 kJ/mol

Last column: Mulliken charge in e.
Element x y z (Å)
C 5.091 1.828 0.604  -0.8016
O 4.100 2.792 0.348  -0.4980
C 2.882 2.371 -0.092  1.0516
C 1.936 3.369 -0.336  -0.8554
C 0.677 3.056 -0.796  -0.4013
C 0.306 1.725 -0.997  -0.4690
N -0.979 1.424 -1.479  0.3830
C -1.168 0.311 -2.380  -1.4418
C -1.384 -1.024 -1.666  0.6363
O -2.309 -1.192 -0.895  -0.5222
N -0.512 -2.003 -1.978  -0.0893
C -0.568 -3.310 -1.366  -1.2683
C 0.430 -3.452 -0.212  0.1736
C 0.099 -2.613 1.040  0.2367
C 1.474 -2.145 1.541  -0.2472
C 2.450 -2.779 0.535  -0.6051
O 1.708 -3.011 -0.640  -0.4804
S -2.370 2.073 -0.799  1.4561
O -2.084 3.405 -0.356  -0.7278
O -3.415 1.896 -1.762  -0.7299
C -2.730 1.128 0.646  0.7378
C -1.986 1.093 1.858  0.2490
C -0.728 1.811 2.168  -0.8730
N -2.592 0.325 2.722  -0.8132
O -3.723 -0.147 2.134  -0.1672
C -3.819 0.330 0.891  0.3385
C -4.968 -0.053 0.050  -1.3457
C 1.249 0.732 -0.756  0.0738
C 2.525 1.049 -0.316  -0.5940
H 5.348 1.263 -0.298  0.3125
H 5.965 2.385 0.938  0.2411
H 4.784 1.133 1.393  0.3162
H 2.222 4.396 -0.172  0.4516
H -0.040 3.835 -0.987  0.5559
H -2.089 0.533 -2.928  0.5144
H -0.326 0.268 -3.076  0.5238
H 0.310 -1.806 -2.526  0.3068
H -0.348 -4.059 -2.130  0.4805
H -1.580 -3.455 -0.984  0.3723
H 0.490 -4.518 0.066  0.4435
H -0.429 -3.211 1.778  0.5679
H -0.534 -1.768 0.777  -0.6553
H 1.549 -1.059 1.518  -0.1211
H 1.681 -2.482 2.555  0.4448
H 2.835 -3.733 0.925  0.2988
H 3.294 -2.140 0.273  0.3569
H 0.125 1.294 1.732  -0.0370
H -0.596 1.861 3.245  0.4496
H -0.771 2.811 1.742  0.3438
H -5.096 0.683 -0.737  0.3183
H -5.865 -0.142 0.658  0.4570
H -4.754 -1.016 -0.411  0.2362
H 1.003 -0.306 -0.904  0.1130
H 3.228 0.246 -0.155  0.3024

# 5
Molecular formula: C3H6O2
Method: DFT, ωB97M-V/def2-TZVPD

Results
Gap between HOMO and LUMO ... 10.95 eV
LUMO energy ... 0.91 eV
Highest occupied orbital energy ... -10.04 eV
Energy relative to the best compared isomer or geometry (same formula, charge and spin) ... 99.9 kJ/mol

Last column: Mulliken charge in e.
Element x y z (Å)
C -1.520 -0.131 0.033  -1.0831
C -0.142 0.413 0.216  0.7830
O 0.097 1.208 1.107  -0.5918
C 1.062 -0.128 -0.556  -0.3589
O 1.964 -0.456 0.472  -0.5084
H -2.113 0.224 0.879  0.3100
H -1.486 -1.226 0.027  0.3237
H -1.948 0.213 -0.913  0.2978
H 1.485 0.638 -1.228  0.2166
H 0.830 -1.012 -1.162  0.2761
H 1.770 0.257 1.125  0.3349

# 6
Molecular formula: C6H15NO
Method: DFT, ωB97M-V/def2-TZVPD

Results
Gap between HOMO and LUMO ... 10.64 eV
LUMO energy ... 0.85 eV
Highest occupied orbital energy ... -9.78 eV
Energy relative to the best compared isomer or geometry (same formula, charge and spin) ... 91.1 kJ/mol

Last column: Mulliken charge in e.
Element x y z (Å)
C 2.344 0.947 1.933  -1.1246
C 1.386 0.883 0.753  -0.3213
C 0.116 1.714 0.839  0.4462
N -0.591 1.547 2.050  -0.4094
O -0.235 2.644 0.145  -0.6295
H 3.370 0.775 1.617  0.3561
H 2.006 0.239 2.684  0.3235
H 2.249 1.948 2.356  0.3031
H 1.823 1.295 -0.170  0.3339
H 1.044 -0.122 0.488  0.3096
H -1.475 2.028 2.089  0.2406
H -0.541 0.632 2.479  0.2277
C -0.152 -1.995 -2.267  -0.9482
C -1.463 -1.253 -2.014  -0.3760
C -1.584 -0.648 -0.562  -0.4701
H -0.231 -2.898 -1.643  0.2819
H 0.761 -1.509 -1.897  0.2162
H -0.024 -2.143 -3.344  0.3117
H -1.733 -0.507 -2.758  0.3605
H -2.223 -2.058 -2.015  0.2438
H -0.618 -0.234 -0.365  -0.3745
H -2.322 0.153 -0.498  0.3519
H -1.907 -1.441 0.100  0.3467

# 7
Molecular formula: C7H4NO5Tc
Method: DFT, ωB97M-V/def2-TZVPD

Results
Multiplicity ... 4
Gap between HOMO and LUMO (spin up / spin down) ... 11.04 / 5.73 eV
LUMO energy (spin up / spin down) ... -13.44 / -18.78 eV
Highest occupied orbital energy (spin up / spin down) ... -24.48 / -24.52 eV
Total charge ... +3
Energy relative to the best compared isomer or geometry (same formula, charge and spin) ... 0.3 kJ/mol

Last column: Mulliken charge in e.
Element x y z (Å)
O -4.235 -1.658 -1.759  0.1116
C -3.140 -1.568 -1.434  0.2973
Tc -0.295 -0.247 -0.177  0.0610
O -2.984 1.366 -0.266  -0.0340
C -1.983 0.783 -0.227  0.4347
C 1.478 -1.162 -0.061  0.5155
O 2.497 -1.718 -0.008  -0.0309
C 0.295 0.581 -1.890  0.4868
O 0.664 1.064 -2.880  -0.0254
C -0.688 -0.863 1.675  0.4766
O -0.889 -1.219 2.762  -0.0239
H -0.883 -1.597 -0.884  0.4172
C 1.866 3.445 1.902  -0.8238
C 1.218 2.318 1.270  0.2269
N 0.674 1.434 0.766  -0.1392
H 2.607 3.079 2.626  0.3539
H 1.110 4.053 2.421  0.3495
H 2.367 4.052 1.135  0.3464

# 8
Molecular formula: C5H12NS
Method: DFT, ωB97M-V/def2-TZVPD

Results
Multiplicity ... 2
Gap between HOMO and LUMO (spin up / spin down) ... 7.86 / 7.67 eV
LUMO energy (spin up / spin down) ... -0.43 / -0.62 eV
Highest occupied orbital energy (spin up / spin down) ... -8.29 / -8.29 eV
Energy relative to the best compared isomer or geometry (same formula, charge and spin) ... 275.3 kJ/mol

Last column: Mulliken charge in e.
Element x y z (Å)
C 0.983 -1.174 0.733  -0.5862
C 0.156 -1.843 -0.339  -0.3661
S -0.522 -3.386 -0.002  -0.2014
C 1.173 0.337 0.547  -0.5042
N -0.086 1.043 0.808  -0.2770
C -1.863 -0.457 -1.173  -1.1579
C 0.210 2.452 0.679  -0.8246
H 1.945 -1.686 0.609  0.3068
H 0.515 -1.549 1.658  0.3509
H -2.718 -0.285 -0.514  0.3435
H 0.551 -1.728 -1.367  0.3479
H 1.654 0.413 -0.457  0.2888
H 1.923 0.794 1.232  0.4727
H -0.962 -0.825 -0.555  0.2474
H -2.287 -1.161 -1.904  0.3488
H -1.576 0.440 -1.730  0.2789
H 0.492 2.693 -0.371  0.3136
H -0.643 3.112 0.862  0.3022
H 1.055 2.809 1.286  0.3159